Record 1
The following is a quantum chemistry calculation of a cluster of 10 separate species, C26H50Cl18N2O7S in total at a distorted geometry, from the Open Molecules 2025 dataset.

```
104
C26H50Cl18N2O7S (ωB97M-V/def2-TZVPD)
C 3.1050 3.3086 4.2003
C -3.9291 -4.2470 2.4859
Cl 4.7032 5.7371 -1.6006
Cl -5.6012 -2.5512 -3.8270
H 1.6448 4.9721 4.1545
H -0.0972 3.0164 1.2360
C 6.1787 -2.1262 0.7046
H 1.7813 2.6839 1.3721
H 2.5844 2.4443 4.7419
H -8.2405 -7.9425 3.3751
H -3.2073 2.5706 -5.4798
O 2.9753 -1.9144 2.0226
Cl -1.6442 1.0636 -0.5165
H 4.1230 -1.2122 -7.3238
H -8.7651 -1.3262 -2.3353
H 5.3813 -1.5504 1.1744
H -8.3977 -8.2207 1.6370
H -2.7208 -1.1136 -2.0989
H -4.1610 4.6183 -4.3171
C -3.5347 -0.6038 -1.5820
C 2.7367 2.3028 -2.7056
C -3.0874 4.4330 -4.3784
O 4.3022 -1.5846 4.2797
H -2.7783 -0.7739 0.4181
H -0.2009 0.6026 1.2306
Cl 7.5620 -1.0362 0.4350
H 4.9534 -3.5356 -0.3522
H 6.9863 4.3840 0.9742
C -2.7829 3.5698 -5.5848
Cl 4.4833 2.2202 -3.0443
C 2.0533 -1.0098 1.3782
H -3.3439 -3.3518 2.6828
Cl 6.7333 1.2828 -6.5296
O -1.1986 4.5039 3.0253
H -5.0077 -5.7779 3.5760
H 5.4029 3.8028 0.4464
C 6.2393 5.3921 -0.7655
Cl -5.3373 -3.7812 1.4982
H 5.7027 -0.9492 -8.0716
C -7.6905 -1.5129 -2.3671
C -4.3370 -4.9398 3.7686
C -0.4855 3.7348 3.6822
H 1.3506 3.3027 -1.4085
H -6.2163 -7.2039 2.0299
C -7.8438 -8.5088 2.5317
C -0.9764 3.2761 5.1435
H -7.7883 -3.3712 -3.4735
C 2.4306 3.1741 -1.5078
C -7.3567 -2.3742 -3.5680
H 6.8241 4.7544 -1.4303
O -0.9495 -2.3888 1.3798
H 2.2595 2.7152 -3.5960
H 3.6608 3.9320 4.9603
H 5.6804 -0.5717 -5.5593
Cl -5.1484 -3.8318 4.9034
H -0.5013 2.2523 5.3193
H -3.3249 -4.9212 1.8769
C 6.0248 4.6913 0.5596
H -7.7555 -1.9139 -4.4734
H 2.3217 4.5486 2.4565
H -3.2042 4.0268 -6.4818
Cl -2.6116 3.6458 -2.8539
C 4.8810 -0.4598 -7.5478
H 4.5524 0.7683 -5.7921
Cl 4.1329 0.7103 -8.6633
C 1.7865 0.2325 2.3493
H -7.1785 -0.5504 -2.4089
Cl -1.0317 3.4001 -5.8658
H -0.1668 0.9754 3.0436
Cl -4.2074 0.6186 -2.6884
H -2.5788 5.3962 -4.4353
N 0.8020 3.1876 3.2469
H 2.8836 4.1626 -1.5976
H -3.8532 0.6091 0.1870
Cl 5.2570 5.7532 1.7669
Cl -7.2694 -2.3030 -0.8256
H 6.7739 6.3343 -0.6402
O 2.0902 -2.8066 4.2444
H 2.6609 0.9699 2.3033
Cl -8.1838 -10.2342 2.8161
Cl 4.9627 -1.6156 -1.6976
O 1.9787 -0.3320 3.6889
H -3.4520 -5.3228 4.2793
S 2.9461 -1.7133 3.6930
C 5.7110 -2.7831 -0.5775
H 6.5096 -2.8885 1.4116
H 6.5331 -3.2735 -1.0998
C -3.0694 0.0120 -0.2804
C 5.3495 0.1929 -6.2642
O 0.8864 -1.6617 0.8602
H -5.9472 -8.8844 1.5524
H 2.6560 -0.5328 0.5392
C -6.3671 -8.2435 2.3284
Cl -5.4264 -8.4942 3.8213
N 0.1169 -2.1744 1.8647
C 0.4321 1.0289 2.0673
C 0.7538 2.6088 1.8777
H 3.7638 2.8264 3.4142
H -4.3234 -1.3331 -1.3880
H 2.3706 1.2849 -2.5642
C 1.9340 4.1411 3.4421
H -0.5418 3.9953 5.8995
Cl 3.0077 2.4388 0.0109
H -2.0948 3.1430 5.2009
```

Values from the calculation:
HOMO level ... -9.078 eV
Kohn-Sham gap ... 8.42 eV

Löwdin atomic charge list, values in e, 2 entries: -0.080 -0.659

---

Record 2
The following is a quantum chemistry calculation of a structure of composition C26H50Cl7IMgO18 at a distorted geometry, from the Open Molecules 2025 dataset.

```
103
C26H50Cl7IMgO18 (ωB97M-V/def2-TZVPD)
C 0.3541 -10.5340 -8.5007
O 7.7496 -3.0277 -7.2055
O 7.0648 -5.4550 -12.7106
C 2.8756 -4.3494 -11.9633
Cl -1.1714 -5.3593 -9.1836
C 0.8007 -5.1346 -12.9869
H -0.0184 -9.6890 -9.0799
H 5.3968 -4.6140 -13.6203
O 7.9360 -6.1264 -10.8073
H 8.6568 -3.7981 -8.9823
H 8.1428 -2.1136 -8.9556
H 2.0640 -5.9629 -5.5423
H 3.3575 -13.3223 -7.1788
C 7.5252 -10.9656 -8.4588
H -2.5025 -10.6316 -7.2864
H 3.5385 -11.8300 -10.0657
H 4.9217 -1.9720 -10.9762
C -2.3151 -8.9746 -11.7531
Cl -2.9164 -10.3123 -10.7226
H -1.8193 -11.6421 -5.9262
H -0.2372 -4.3961 -2.2485
H 5.6348 -6.3528 -13.8009
O 1.7312 -4.1321 -12.4837
H 1.9502 -4.2464 -5.0263
H 1.0623 -11.1664 -9.0360
C -1.6119 -10.9592 -6.7500
H 1.5577 -11.3469 -5.8607
H 2.9409 -10.2314 -9.3250
O 4.9028 -10.8613 -8.9208
C 0.0858 -4.0987 -9.1250
Cl -0.4142 -2.7061 -10.2041
H 3.8436 -3.2389 -5.3811
O 6.0878 -3.8364 -8.5758
O 9.1998 -8.6903 -3.4875
C 3.1922 -13.4922 -6.1149
C 6.1455 -5.3902 -13.7783
O 4.3906 -12.2071 -4.5742
Cl 2.8583 -8.4472 -12.6923
H 5.3386 -3.6255 -11.0191
C 6.4363 -3.4675 -7.4508
Cl 0.1356 -3.4242 -7.5186
H 8.5650 -7.7867 -9.5801
Cl -2.2195 -9.5488 -13.3493
H 5.7871 -9.9141 -2.4492
H 8.3956 -10.4036 -8.1202
H 7.7237 -11.9627 -8.8520
O 7.8608 -10.1553 -2.3597
I 3.0273 -7.1667 -8.5165
H 2.3722 -10.6682 -4.4083
H 8.7737 -6.2876 -8.8454
O 6.8366 -10.0998 -9.3056
H 6.4114 -11.6156 -2.5250
C 6.4969 -10.6384 -2.0496
C 6.7766 -6.0922 -11.5674
C 7.1934 -8.7926 -5.5538
C 1.0075 -5.5059 -3.6298
H 7.0982 -7.0511 -9.1382
H 2.9813 -10.2924 -5.9553
H 6.7147 -5.0894 -14.6580
H -1.2581 -10.0424 -6.2785
O 5.1100 -9.0764 -10.3376
H 0.7473 -3.3680 -3.2772
Mg 3.9875 -7.5506 -10.9004
O 3.4287 -3.1580 -11.6335
C 2.0603 -5.2786 -4.6939
C 3.5620 -11.1227 -9.2366
C 4.5126 -2.9604 -10.7672
H 0.2588 -4.7191 -13.8365
H 4.2813 -2.9752 -9.7022
H 1.0192 -4.4826 -9.5365
H 1.5730 -4.2740 -1.9625
H 3.8256 -3.2303 -7.0878
H 6.9455 -11.0260 -7.5378
O 7.3699 -9.7504 -4.5251
C 5.5656 -9.9988 -9.6579
C 3.4263 -12.2529 -5.2946
H 4.2507 -4.6880 -6.3256
O 5.6778 -6.6386 -11.3208
H 3.0609 -11.5718 -8.3791
Cl -0.7623 -8.2034 -11.2515
H 2.1437 -13.6696 -5.8754
H 3.9314 -14.2915 -6.0618
C 2.5140 -11.1039 -5.3974
O 5.8265 -3.3818 -6.2463
C 8.6140 -2.9000 -8.3661
C 8.2423 -9.4627 -3.4572
O 3.3557 -5.5029 -11.8013
C 8.0907 -6.8073 -9.5172
H 9.6331 -2.6716 -8.0541
H 8.1575 -8.5503 -6.0008
O -0.5108 -12.7081 -7.9257
C -0.5964 -11.4923 -7.7613
H 0.2436 -5.6074 -12.1781
H 0.8987 -10.0081 -7.7165
H 6.5055 -9.1799 -6.3055
H 6.7457 -7.8679 -5.1896
H -3.1753 -8.3103 -11.6703
C 0.7557 -4.2822 -2.6836
H 1.3268 -5.9355 -13.5063
H 3.0316 -5.3312 -4.2019
C 4.3983 -3.6113 -6.2423
O 0.4052 -6.5880 -3.4812
H 6.2568 -10.7456 -0.9918
```

Values from the calculation:
HOMO level ... -8.806 eV
Kohn-Sham gap ... 9.03 eV

Löwdin atomic charge list, values in e, 2 entries: -0.031 -0.043

---

Record 3
The following is a quantum chemistry calculation of a cluster of 2 separate species, C26H50ClFI2N3O5S in total at a distorted geometry, from the Open Molecules 2025 dataset.

```
89
C26H50ClFI2N3O5S (ωB97M-V/def2-TZVPD)
C -1.7663 5.2471 -0.1201
H 6.4106 -0.6697 3.3816
C 0.1841 -3.4653 -1.2514
H -6.8552 -1.3210 -6.5457
H 4.4321 -1.6414 -0.5933
H -1.4888 1.7964 -4.5350
H -2.6881 2.2231 4.1882
H 1.4183 1.8736 -3.1444
H 1.9151 -1.3970 4.2430
H 0.7973 -4.3226 -0.9882
C -3.0286 1.6009 3.3598
C -1.0683 0.7878 -4.5590
H -0.5792 0.6286 -5.5230
H -1.0553 1.8349 2.5295
H -7.5205 -0.4921 -3.1737
H -2.8563 -0.0086 -3.6140
C -1.0904 0.2678 0.2267
C 0.8953 -0.0071 -1.0559
C 0.3137 -0.3596 0.3645
C 2.3547 -2.1679 4.8792
C 2.3556 -0.2909 -1.4230
I 2.2339 -2.6675 1.1648
H -1.3343 0.3210 3.3225
H -2.1248 -1.6201 2.4125
N -6.5630 -0.6669 -3.4117
O 4.5282 -1.0193 4.8750
O -0.0892 0.5867 -3.5330
H 0.9128 1.4789 1.4663
H -0.5887 -3.8521 -1.9194
N -0.8373 1.6708 -0.5240
H 5.9431 0.8421 2.6337
C -1.7918 1.0470 2.6443
H 0.7161 0.0643 2.4507
C 4.4123 -0.1199 3.7961
H 4.1219 -2.7220 3.7354
C -0.9881 2.9266 0.2800
H -1.8003 -1.2377 -4.2936
H -2.9907 0.8538 0.8922
H -1.7413 5.5029 0.9361
H 4.4091 0.8799 4.2392
H 2.0851 -2.0174 5.9228
H -5.8642 -0.6122 -2.6968
C 1.0696 0.4079 1.4753
H 4.2586 -2.9217 5.4592
O 3.3357 0.1260 -0.4947
H -0.1629 3.0290 0.9860
H 6.5429 -0.2750 0.0822
O 5.3430 -0.8873 1.6299
C -6.1441 -0.9986 -4.6734
C 3.8608 -2.2552 4.6920
H -3.6769 -0.8631 2.2032
I -1.0690 -4.5082 1.2527
H -2.3771 5.8388 -0.7906
H 1.9153 -3.1178 4.5620
C -1.0754 4.1881 -0.5661
H -2.8141 -0.2006 -5.3331
H 0.7601 -2.7424 -1.8291
H -1.4726 -2.4592 -0.3540
H 5.0236 -0.2804 -1.6084
H 2.7422 2.2425 -1.4599
C 5.5202 -0.1294 0.4523
C 5.6019 -0.1769 2.8334
H 0.3615 -0.7112 -1.6933
H -8.0978 -0.9085 -5.4180
C -0.5182 -2.8495 -0.0408
H -0.1554 -1.8427 1.8226
C 0.2801 -1.8532 0.8279
H -3.6369 2.2202 2.6984
C -2.1496 0.3059 1.3362
C -2.1867 -0.2310 -4.4452
H 2.5429 0.2472 -2.3663
H -2.9982 -1.6672 0.8351
C -2.7305 -1.0659 1.6991
C 0.4614 1.4592 -1.3126
C 0.3802 1.7050 -2.8468
S 1.7149 2.7030 -0.7459
H 2.4902 -1.3464 -1.6699
N -7.1295 -1.0766 -5.6128
O -4.9715 -1.2116 -4.9366
C 4.5743 -0.5595 -0.6481
H 3.4723 -0.2233 3.2447
H -3.6175 0.8021 3.8054
H -1.9078 2.8654 0.8469
H 5.3860 0.9433 0.6240
H -0.5048 4.2489 -1.4856
Cl -2.2314 1.8476 -1.6586
H -0.1473 2.6330 -3.0723
F -1.7274 -0.4352 -0.7783
H 2.1363 0.2282 1.4327
```

Values from the calculation:
HOMO level ... -11.202 eV
Charge ... +1
Kohn-Sham gap ... 7.16 eV

Löwdin atomic charge list, values in e, 2 entries: 0.044 0.136

---

Record 4
The following is a quantum chemistry calculation of a structure of composition C26H50GdOP2Si at a distorted geometry, from the Open Molecules 2025 dataset.

```
81
C26H50GdOP2Si (ωB97M-V/def2-TZVPD)
H -3.2981 2.4307 2.4570
C -0.8371 -0.9395 -2.7229
H 3.9769 -2.0193 -3.2182
H -4.7643 0.3966 3.2047
H -1.6939 3.8983 -0.9434
Gd -1.3459 0.9127 0.4346
C 0.8376 1.8904 1.9803
C -2.0311 1.4387 -1.9826
H -1.0964 0.4681 4.0156
H -3.0132 4.0813 1.8292
H 4.2926 -0.2914 -1.1795
C 1.6360 -0.3136 -1.3390
C 0.4495 -3.5544 -3.0171
H 5.4024 -1.6032 -1.5144
C -1.2265 2.9259 2.0358
C 2.0679 1.2224 2.4885
H -1.1721 -2.8480 2.6471
H 1.4879 -0.3490 0.8024
H -4.6766 -0.9012 4.4210
H -4.8601 -3.3274 2.4833
H -1.2043 -1.6562 3.9607
H 1.8523 0.2081 2.8592
C -0.5607 3.3408 0.8357
C 4.2411 -1.9319 0.1886
C 0.8582 -1.4447 -5.0360
C -1.8285 -2.3339 3.3630
H 3.2154 -2.8173 1.7991
H 1.1027 -2.8599 1.0401
C -1.0567 4.3347 -0.1574
C 3.4025 -1.9730 -2.2749
C 0.7237 2.7020 0.8117
H -1.6656 5.0999 0.3437
Si -3.2354 -1.4432 2.4752
H -2.2429 -3.0918 4.0435
O -2.6110 -0.5200 1.2707
H -2.3616 1.1607 -2.9883
H 2.8468 1.1401 1.7185
C -4.4337 -2.6652 1.7177
H 1.5035 1.4815 -3.4553
H 2.6244 2.2821 -0.0922
H 2.2878 4.0038 0.1214
H 0.3624 1.2852 4.6039
H -0.0468 1.2140 -4.2865
H -2.5810 3.6749 3.5075
H 3.1287 -3.0047 -2.0199
H 0.0784 -1.1042 0.0431
H 0.4164 -2.2602 -5.6213
P -0.2137 0.6087 -1.9151
H -3.9276 -3.2873 0.9659
H -3.3626 0.2907 4.2948
C 2.1468 -1.1035 -2.5246
H 0.0547 -3.9947 -3.9436
C 1.1934 -1.0054 -0.0364
C -0.3562 2.0357 2.7372
H 1.4708 3.1006 -1.1663
H 1.9309 -1.3886 -5.2726
C -4.0849 -0.3008 3.7149
P 0.6200 -1.7976 -3.2704
H -2.8013 1.0139 -1.2945
H 1.5864 -3.0747 -0.6317
H -5.2595 -2.1407 1.2166
H -0.2105 4.8239 -0.6584
H 2.4793 -0.3805 -3.2905
H 0.3945 -0.4983 -5.3467
H -2.0182 2.5328 -1.9016
H -1.4672 -1.5709 -2.0693
H 2.2363 0.5903 -1.1354
C -2.6011 3.2931 2.4738
H -1.2082 2.1081 4.6934
C 1.8255 3.0329 -0.1289
H -1.4543 -0.6677 -3.5959
C 3.1398 -2.4164 0.7810
H -0.2568 -3.7716 -2.2030
C 0.4185 1.5357 -3.3481
H 5.1815 -1.8896 0.7595
C 4.3617 -1.3930 -1.2046
H 1.4169 -4.0245 -2.7976
H 0.1656 2.5911 -3.2096
C -0.5891 1.4432 4.0775
H 2.5070 1.7826 3.3346
C 1.7299 -2.4173 0.2418
```

Values from the calculation:
Spin multiplicity ... 8
<S²> ... 16.083
HOMO level (alpha / beta) ... -9.518 / -9.681 eV
Charge ... +1
Energy relative to the best compared isomer or geometry (same formula, charge and spin) ... 35.69 kcal per mole
Kohn-Sham gap (alpha / beta) ... 6.14 / 7.33 eV

Löwdin atomic charge list, values in e, 2 entries: 0.075 -0.383

---

Record 5
The following is a quantum chemistry calculation of a structure of composition C26H50Li5O16P at a distorted geometry, from the Open Molecules 2025 dataset.

```
98
C26H50Li5O16P (ωB97M-V/def2-TZVPD)
O 0.5141 -1.8107 4.0106
H -0.2495 3.2565 -1.5527
C 0.1467 1.6303 -4.0727
O 0.2908 -0.7771 -0.2213
H -2.0796 -0.9749 -1.9808
C 0.4146 -2.7694 3.2392
C -3.9801 -1.5867 -1.3491
H 0.5023 3.9036 2.9063
O -0.6722 0.5890 1.6227
H 0.8057 4.5207 4.5213
C 2.9774 4.2854 -4.5917
H -5.2942 -1.4841 4.5540
H -0.7920 2.4547 3.5849
O -2.1227 -2.3809 -0.4018
H -2.8743 0.8050 3.2709
H -3.0431 -3.5541 1.1545
Li 0.3866 0.2785 3.1850
O 3.6991 0.0801 -1.0125
C -2.6073 -1.8629 -1.6328
C 3.7441 -0.2684 -2.1778
O 0.6450 1.4803 4.8142
C -5.0137 0.1961 3.1301
C -1.5737 2.9680 -3.2962
H -5.0700 -2.2328 0.3935
O 2.3909 4.4937 -3.2705
H 2.7268 1.2749 4.9776
Li 2.8594 1.0555 0.5554
H 2.0186 2.2873 6.2147
H 5.1123 4.1016 -4.6198
H 1.1485 1.7022 -4.4962
H 4.9223 4.1664 -2.3285
H -0.2900 -4.5758 -0.8515
C -3.0866 -3.2493 0.1089
H -0.6883 3.0260 5.2300
H 2.0793 -3.7058 -2.4189
H -4.6734 -1.7109 -2.1810
O 1.7072 0.0194 1.6003
H 4.3121 2.5392 -4.7940
H 0.1603 -5.1907 -2.4277
C 2.9030 3.5176 -2.3924
C 0.8019 3.6156 3.9140
H -2.0300 3.8936 -2.9450
H -1.2887 1.9486 -1.2841
H 4.6764 -1.1929 -3.4697
H 0.7654 -3.5835 4.5721
H 2.7290 3.9837 -1.4226
C -0.1098 2.5689 4.4273
H 1.8166 -4.7866 1.2956
O 2.7385 -0.4014 -2.8656
O 4.8742 -0.7824 -2.6247
O 0.0776 -2.5563 2.0634
H -5.8284 0.5012 2.4735
H -3.7048 1.0525 1.7022
H -5.1890 0.8652 3.9726
O 0.0953 1.4817 -2.6578
H 0.0344 3.8302 -4.4264
H 2.4878 2.5388 3.1786
H 2.1221 -6.3192 -1.2936
O 0.6739 -3.9943 3.7093
H -2.9946 -4.2772 -0.2420
O 1.2314 1.4963 -0.1426
C 4.2785 3.4936 -4.2686
P 0.5525 0.4133 0.7055
Li -1.1954 -1.1273 1.0220
C 1.3254 -3.6093 -1.6376
C 2.1812 3.0568 4.0873
O -3.1566 -0.9116 2.2740
H 2.8884 3.8603 4.2931
H -1.2379 2.9059 -5.3226
C 2.2005 -4.7150 0.2780
H 3.0328 5.2682 -5.0597
C 0.5579 -4.8979 -1.4560
H -2.4658 -2.5980 -2.4251
C 1.4540 -5.7689 -0.6311
H 2.5335 2.4930 -2.4342
H -3.3790 -2.7971 3.2756
H 3.2776 -4.8658 0.3500
H -2.4107 2.2773 -3.3985
H -4.0381 -0.7086 -0.7059
H 0.7733 -2.7005 -1.8773
H 0.8515 -6.4228 -0.0006
H -3.0160 -1.4778 4.1665
Li 1.6398 -1.8142 0.7989
H -5.1281 -3.3740 -0.7202
H 4.8054 2.5453 -2.3446
C -3.5883 0.3897 2.5597
C -0.7855 2.4769 -2.0939
C 1.9025 1.9582 5.1821
C 4.3190 3.3999 -2.8149
C -5.0902 -1.2575 3.5075
C -0.6331 2.9685 -4.4179
C -3.6318 -1.7372 3.3053
H 2.2680 3.7159 -5.1921
Li 1.2539 0.4001 -1.7421
O 1.8682 -3.4620 -0.2753
H -0.3728 0.7734 -4.5017
C -4.3942 -2.6593 -0.3477
H -5.7759 -1.8712 2.9233
```

Values from the calculation:
HOMO level ... -8.789 eV
Energy relative to the best compared isomer or geometry (same formula, charge and spin) ... 89.85 kcal per mole
Kohn-Sham gap ... 9.07 eV

Löwdin atomic charge list, values in e, 2 entries: -0.033 0.120